C35H18Br2Cl5F4NOPS2Ti as an isolated structure in a non-equilibrium geometry, computed with ωB97M-V/def2-TZVPD.

Geometry as XYZ:
```
70
Properties=species:S:1:pos:R:3:forces:R:3:lowdin_charge:R:1
Ti 1.0821 0.2365 0.0556 0.169 2.485 0.123 0.36
F -2.9053 -0.0102 -6.1955 -0.015 0.014 -0.093 0.17
C -2.5867 -0.0053 -4.9166 -0.038 -0.003 0.116 -0.13
C -3.5419 0.2690 -3.9560 0.121 -0.023 0.039 -0.13
F -4.7896 0.5210 -4.3075 -0.084 0.022 -0.067 0.16
C -3.1915 0.2591 -2.6143 0.166 -0.011 0.004 -0.19
F -4.1792 0.4589 -1.7499 -0.070 0.068 0.065 0.12
C -1.8941 0.0120 -2.1773 0.102 0.034 0.130 -0.27
P -1.4436 0.0457 -0.3703 -1.323 0.095 -0.681 1.05
C -2.1765 -1.5544 0.1228 0.134 0.064 0.159 -0.35
C -2.8660 -1.7385 1.3211 0.093 -0.087 -0.046 -0.13
C -3.2868 -3.0061 1.6936 -0.005 -0.013 0.044 -0.06
C -3.0050 -4.1009 0.8903 -0.008 -0.034 0.026 -0.06
C -2.3142 -3.9255 -0.2996 0.050 -0.039 -0.059 -0.05
C -1.9045 -2.6594 -0.6855 -0.027 0.052 0.037 -0.09
C -2.4443 1.3924 0.3731 0.216 0.003 0.090 -0.33
C -3.7544 1.2340 0.8316 0.028 -0.029 -0.102 -0.10
C -4.4418 2.3085 1.3683 -0.106 -0.082 0.039 -0.06
C -3.8427 3.5553 1.4608 0.062 0.057 0.020 -0.06
C -2.5394 3.7227 1.0232 -0.009 0.005 0.015 -0.05
C -1.8437 2.6481 0.4920 -0.099 -0.087 0.010 -0.10
C -0.9679 -0.3193 -3.1694 0.021 0.055 0.033 -0.54
Br 0.7587 -0.9752 -2.7393 -0.051 0.017 -0.069 0.94
C -1.2996 -0.3166 -4.5122 0.233 -0.039 0.099 -0.25
F -0.3939 -0.6350 -5.4311 -0.063 -0.003 -0.046 0.10
H -3.0604 -0.9037 1.9771 0.018 -0.024 0.042 0.09
H -3.8298 -3.1368 2.6207 0.012 -0.002 0.002 0.12
H -3.3230 -5.0907 1.1909 -0.011 0.009 -0.005 0.11
H -2.0908 -4.7760 -0.9307 -0.007 0.007 0.003 0.12
H -1.3635 -2.5352 -1.6162 -0.022 -0.066 0.039 0.08
H -4.2564 0.2827 0.7473 -0.040 0.027 -0.057 0.10
H -5.4588 2.1680 1.7106 0.010 0.002 -0.008 0.11
H -4.3889 4.3929 1.8747 -0.005 -0.019 0.004 0.11
H -2.0541 4.6871 1.0975 -0.010 -0.009 -0.011 0.11
H -0.8326 2.7980 0.1616 0.209 0.018 -0.093 0.04
S 1.1112 2.0139 -1.5055 -0.236 0.199 0.073 0.64
C 1.9077 3.2682 -0.5442 0.017 -0.040 0.067 -0.63
C 2.3688 4.4152 -1.1887 -0.014 -0.034 -0.099 -0.11
C 2.9745 5.4310 -0.4718 0.017 0.016 0.008 -0.07
C 3.1286 5.3200 0.9058 -0.030 -0.010 -0.010 -0.07
C 2.6845 4.1838 1.5556 0.010 -0.049 0.060 -0.11
C 2.0791 3.1514 0.8391 0.119 0.078 -0.103 -0.63
S 1.5061 1.7463 1.7323 -0.252 -0.019 -0.325 0.70
H 2.2317 4.4987 -2.2597 0.033 0.035 0.011 0.11
H 3.3271 6.3152 -0.9859 -0.031 0.000 -0.009 0.11
H 3.5864 6.1215 1.4693 0.019 -0.020 0.005 0.11
H 2.7948 4.0774 2.6275 0.030 0.040 -0.008 0.11
Cl 0.1982 -5.6338 4.3337 -0.017 -0.002 0.012 0.73
C 0.4718 -4.4261 3.1523 0.024 0.010 -0.054 -0.70
C -0.0013 -3.1307 3.3570 0.058 -0.007 -0.060 -0.69
Cl -0.8666 -2.7136 4.7716 -0.029 0.007 0.060 0.74
C 0.2403 -2.1675 2.3912 0.073 0.009 -0.245 -0.55
Cl -0.2227 -0.5186 2.5887 -0.017 -0.076 0.251 0.80
C 0.8956 -2.4617 1.1955 -0.203 -0.593 0.493 -0.43
O 1.0616 -1.5193 0.2774 0.211 -1.944 0.401 -0.38
C 1.3754 -3.7596 1.0080 -0.074 0.265 -0.138 -0.60
Cl 2.1993 -4.0933 -0.4604 0.039 -0.051 -0.031 0.76
C 1.1750 -4.7313 1.9825 -0.043 0.001 0.017 -0.69
Cl 1.7833 -6.3101 1.7333 0.001 -0.041 -0.006 0.73
Br 5.8439 -2.2165 1.8923 -0.057 0.095 -0.065 0.82
C 5.1173 -1.0931 0.5687 0.001 -0.007 0.047 -0.65
C 5.8845 -0.6425 -0.4959 -0.026 0.011 0.013 -0.06
C 5.2742 0.1561 -1.4469 0.027 -0.105 0.093 -0.01
C 3.9312 0.4641 -1.3149 0.101 0.087 -0.066 -0.12
N 3.1969 0.0323 -0.2834 0.520 -0.185 -0.231 -0.07
C 3.7907 -0.7236 0.6501 0.195 -0.156 0.063 -0.17
H 6.9290 -0.9131 -0.5689 -0.005 0.006 -0.026 0.12
H 5.8325 0.5299 -2.2927 -0.034 0.024 -0.017 0.12
H 3.4245 1.0780 -2.0456 -0.059 -0.012 0.018 0.07
H 3.1950 -1.0519 1.4910 -0.014 0.004 0.000 0.11
```
Forces are in eV/Å.

Properties
Orbital gap in eV: 6.7
Energy relative to the best compared isomer or geometry (same formula, charge and spin) in kJ/mol: 0.0
Charge: +1
Highest occupied orbital energy in Ha: -0.3951
E_tot in a.u.: -11310.1024